[1]
{
  "formula": "C21H47InO2P3",
  "method": "ωB97M-V/def2-TZVPD",
  "charge": 3,
  "energy_ha": -2191.8286,
  "orbital_gap_ev": [3.117, 3.053],
  "e_homo_ev": [-15.41, -15.36],
  "max_force_ha_per_bohr": 0.1239,
  "relative_energy_kj_mol": 477.7,
  "elements": ["In", "P", "P", "P", "H", "C", "C", "H", "C", "C", "C", "C", "C", "C", "C", "C", "C", "H", "H", "H", "H", "H", "H", "H", "H", "H", "H", "H", "H", "H", "H", "H", "H", "H", "H", "H", "H", "H", "H", "H", "H", "H", "H", "H", "H", "H", "C", "C", "C", "C", "C", "C", "O", "H", "H", "H", "H", "H", "H", "C", "C", "O", "C", "C", "H", "H", "H", "H", "H", "H", "H", "H", "H", "H"],
  "xyz": [[-0.496, -1.084, 1.445], [-0.813, 1.393, -0.518], [-2.499, -0.486, 3.001], [1.684, -0.099, -2.675], [-1.271, -3.697, 1.871], [-0.386, -3.230, 1.425], [0.645, -2.680, 2.258], [0.567, -2.742, 3.353], [-2.308, 1.004, -1.522], [-1.555, 2.518, 0.741], [-0.074, 2.688, -1.616], [-3.002, -1.707, 4.264], [-2.368, 1.055, 3.977], [-4.005, -0.258, 1.987], [2.755, -1.554, -2.990], [2.498, 1.122, -3.797], [0.256, -0.548, -3.747], [-0.089, -3.668, 0.461], [1.677, -2.726, 1.895], [-2.641, 1.912, -2.042], [-3.113, 0.630, -0.878], [-2.056, 0.235, -2.263], [-1.486, 3.556, 0.387], [-0.994, 2.435, 1.680], [-2.607, 2.273, 0.931], [-0.722, 2.871, -2.485], [0.919, 2.384, -1.973], [0.032, 3.626, -1.056], [-3.731, -1.251, 4.950], [-2.124, -2.030, 4.841], [-3.454, -2.588, 3.786], [-2.987, 0.969, 4.881], [-2.689, 1.927, 3.393], [-1.321, 1.201, 4.282], [-4.854, 0.018, 2.628], [-4.237, -1.201, 1.473], [-3.855, 0.524, 1.229], [3.698, -1.237, -3.455], [2.228, -2.292, -3.604], [2.965, -2.018, -2.019], [3.143, 0.593, -4.509], [3.114, 1.795, -3.187], [1.747, 1.713, -4.334], [0.619, -1.191, -4.557], [-0.217, 0.354, -4.154], [-0.460, -1.121, -3.147], [0.522, -4.649, -2.262], [-0.682, -5.567, -2.395], [-0.249, -6.953, -2.689], [0.962, -7.409, -2.241], [1.917, -6.531, -1.649], [1.709, -5.166, -1.639], [0.326, -3.571, -2.829], [-1.183, -4.989, -3.179], [-1.258, -5.519, -1.454], [-0.983, -7.606, -3.160], [1.226, -8.466, -2.323], [2.841, -6.939, -1.234], [2.446, -4.451, -1.276], [3.730, -1.080, 3.466], [2.462, -0.298, 3.737], [1.669, -0.046, 2.559], [2.346, 0.760, 1.568], [2.449, 2.210, 1.989], [3.528, -2.019, 2.941], [4.201, -1.322, 4.422], [4.450, -0.493, 2.887], [1.803, -0.850, 4.415], [2.707, 0.673, 4.194], [3.337, 0.323, 1.366], [1.757, 0.667, 0.639], [3.042, 2.314, 2.904], [2.949, 2.777, 1.198], [1.461, 2.652, 2.156]],
  "forces_ev_per_a": [[-1.0, 6.2, -1.1], [-1.7, 0.4, -0.3], [-1.6, 0.7, 0.8], [-0.1, -0.1, -1.0], [-0.2, 0.8, 0.0], [3.0, -2.5, 1.7], [0.0, -5.1, -0.4], [-0.4, 0.7, -0.3], [0.2, -0.8, 0.1], [0.3, -0.3, 0.6], [1.6, -0.1, 0.0], [0.5, -0.6, -0.2], [0.7, 0.2, -0.1], [0.3, -0.2, -0.4], [0.3, -0.3, 0.7], [0.0, 0.4, 0.5], [-0.2, 0.0, 0.3], [-0.1, 0.7, -0.2], [-0.4, 0.7, -0.3], [0.1, -0.2, 0.3], [0.1, 0.0, -0.2], [-0.2, 0.2, 0.1], [-0.1, -0.3, 0.1], [-0.2, 0.2, -0.1], [0.3, 0.0, -0.1], [0.0, -0.3, 0.3], [-0.4, 0.2, 0.1], [0.0, -0.4, -0.1], [0.2, 0.0, -0.3], [-0.3, 0.1, 0.0], [0.1, 0.2, 0.2], [0.1, -0.1, -0.3], [0.1, -0.3, 0.1], [-0.3, 0.1, 0.0], [0.3, -0.1, 0.0], [-0.1, 0.2, 0.1], [-0.1, -0.2, 0.3], [-0.3, -0.2, 0.2], [0.2, 0.2, 0.1], [0.2, -0.1, -0.3], [-0.2, 0.2, 0.1], [0.0, -0.1, -0.3], [0.2, -0.1, 0.1], [-0.3, 0.2, 0.1], [0.0, -0.2, 0.1], [0.0, 0.0, -0.3], [-1.8, 0.2, -1.2], [1.3, 0.6, -0.3], [0.4, -0.9, 0.7], [-1.4, -0.6, -0.8], [0.0, 1.8, 0.4], [0.7, -0.5, 0.7], [1.3, 0.5, 1.3], [-0.7, -0.9, 0.1], [-0.1, -0.2, -0.2], [0.3, -0.1, 0.2], [-0.1, 0.4, -0.2], [-0.2, 0.1, -0.2], [0.1, -0.3, -0.2], [0.1, 0.1, -0.1], [0.2, -0.1, 0.6], [-1.2, -0.4, -0.8], [0.2, 0.2, -0.7], [0.1, 0.0, 0.1], [0.1, 0.1, 0.1], [0.0, 0.0, -0.1], [-0.1, -0.2, 0.2], [0.1, 0.2, 0.0], [-0.2, -0.3, 0.0], [-0.4, 0.2, 0.0], [0.3, 0.0, 0.3], [-0.1, 0.1, -0.2], [0.0, -0.1, 0.1], [0.1, -0.1, 0.0]]
}

[2]
{
  "formula": "C26H31NO4",
  "method": "ωB97M-V/def2-TZVPD",
  "charge": 0,
  "energy_ha": -1364.9994,
  "orbital_gap_ev": 8.434,
  "smiles": "COc1ccc(CCN(C)Cc2ccc(OC)c(OCc3ccccc3)c2)cc1OC",
  "e_homo_ev": -7.65,
  "max_force_ha_per_bohr": 0.0119,
  "relative_energy_kj_mol": 222.3,
  "elements": ["C", "O", "C", "C", "C", "C", "C", "C", "O", "C", "H", "H", "H", "H", "C", "H", "H", "C", "N", "C", "H", "H", "H", "C", "C", "C", "C", "C", "C", "C", "H", "H", "O", "C", "H", "H", "H", "O", "C", "C", "C", "C", "C", "C", "C", "H", "H", "H", "H", "H", "H", "H", "H", "H", "H", "H", "H", "H", "H", "H", "H", "H"],
  "xyz": [[-0.732, -4.060, -1.045], [-1.890, -3.619, -0.380], [-2.316, -2.348, -0.627], [-1.801, -1.510, -1.601], [-2.281, -0.217, -1.747], [-3.281, 0.266, -0.924], [-3.830, -0.587, 0.032], [-3.367, -1.880, 0.192], [-3.840, -2.775, 1.110], [-4.893, -2.376, 1.947], [-4.609, -1.531, 2.584], [-5.113, -3.238, 2.575], [-5.789, -2.111, 1.374], [-4.625, -0.216, 0.662], [-3.759, 1.683, -1.055], [-4.066, 1.861, -2.089], [-4.628, 1.850, -0.417], [-2.666, 2.729, -0.728], [-2.290, 2.915, 0.657], [-3.375, 3.343, 1.509], [-2.960, 3.734, 2.439], [-3.925, 4.142, 1.014], [-4.080, 2.537, 1.764], [-1.537, 1.825, 1.258], [-0.271, 1.515, 0.509], [0.142, 0.205, 0.333], [1.306, -0.117, -0.356], [2.085, 0.916, -0.903], [1.685, 2.230, -0.689], [0.529, 2.530, 0.007], [0.234, 3.557, 0.150], [2.277, 3.040, -1.084], [3.197, 0.579, -1.637], [4.124, 1.588, -1.949], [4.457, 2.117, -1.051], [4.973, 1.075, -2.398], [3.716, 2.305, -2.669], [1.554, -1.461, -0.453], [2.862, -1.937, -0.701], [3.917, -1.375, 0.217], [5.236, -1.294, -0.211], [6.211, -0.772, 0.618], [5.878, -0.318, 1.883], [4.567, -0.401, 2.318], [3.592, -0.933, 1.492], [2.571, -1.000, 1.838], [4.300, -0.052, 3.304], [6.638, 0.099, 2.527], [7.234, -0.713, 0.274], [5.494, -1.639, -1.202], [3.147, -1.759, -1.745], [2.780, -3.021, -0.545], [-0.441, -0.611, 0.730], [-1.268, 2.156, 2.270], [-2.135, 0.906, 1.356], [-1.760, 2.472, -1.279], [-3.015, 3.704, -1.085], [-1.856, 0.418, -2.510], [-1.008, -1.847, -2.247], [-0.905, -4.179, -2.120], [0.104, -3.373, -0.883], [-0.498, -5.032, -0.612]],
  "forces_ev_per_a": [[0.2, -0.1, -0.1], [-0.3, 0.3, 0.2], [0.0, -0.1, 0.1], [0.0, -0.3, 0.1], [-0.2, 0.1, 0.1], [0.0, -0.1, -0.2], [0.0, -0.2, 0.1], [0.1, -0.3, 0.1], [0.4, 0.1, -0.4], [-0.2, 0.1, 0.1], [0.0, 0.0, 0.0], [0.0, 0.1, 0.0], [0.0, 0.0, 0.0], [-0.1, 0.0, 0.1], [0.3, 0.2, 0.1], [-0.1, 0.0, 0.0], [-0.1, 0.0, -0.1], [-0.3, 0.0, -0.2], [0.1, 0.0, 0.1], [0.1, 0.0, 0.0], [-0.1, 0.0, 0.1], [-0.1, 0.0, 0.0], [-0.1, 0.0, 0.0], [0.0, 0.0, 0.2], [0.1, 0.0, 0.0], [0.3, 0.1, -0.1], [-0.1, 0.3, 0.1], [0.1, -0.2, -0.1], [0.1, 0.0, -0.1], [0.0, -0.1, 0.1], [-0.1, 0.1, 0.0], [0.1, 0.0, -0.1], [-0.6, -0.2, 0.1], [0.2, 0.2, 0.0], [0.0, 0.0, 0.0], [0.0, 0.1, 0.0], [0.0, 0.0, 0.0], [-0.1, 0.1, 0.0], [0.4, -0.4, -0.2], [-0.1, 0.0, 0.1], [-0.1, 0.0, 0.0], [0.1, 0.0, 0.0], [0.1, 0.1, 0.1], [0.0, 0.0, 0.1], [-0.1, -0.1, -0.1], [-0.1, 0.0, 0.0], [0.0, 0.0, 0.1], [0.1, 0.0, 0.0], [0.1, 0.0, 0.0], [0.0, 0.0, -0.1], [0.0, -0.1, 0.2], [0.0, 0.2, -0.1], [-0.1, -0.1, 0.0], [-0.1, -0.1, 0.0], [0.1, 0.1, 0.1], [-0.1, 0.1, -0.1], [0.1, 0.0, -0.1], [0.1, 0.1, -0.1], [0.1, -0.1, 0.0], [0.0, 0.0, 0.0], [0.0, 0.0, 0.0], [0.0, 0.0, -0.1]]
}

[3]
{
  "formula": "C6H5Cl2NO2S",
  "method": "ωB97M-V/def2-TZVPD",
  "charge": 0,
  "energy_ha": -1755.3452,
  "orbital_gap_ev": 8.321,
  "smiles": "Oc1ccc(O)n1S/C(Cl)=C/Cl",
  "e_homo_ev": -7.76,
  "max_force_ha_per_bohr": 0.0914,
  "relative_energy_kj_mol": 114.9,
  "elements": ["C", "C", "C", "C", "C", "C", "N", "O", "O", "S", "Cl", "Cl", "H", "H", "H", "H", "H"],
  "xyz": [[-1.230, 1.180, 1.424], [0.075, 0.907, 2.046], [-0.994, 0.861, 0.116], [0.976, 0.679, 1.105], [-0.095, -1.762, -1.425], [0.802, -1.103, -2.086], [0.309, 0.722, -0.117], [-1.899, 0.735, -0.919], [2.249, 0.322, 1.107], [1.239, 0.526, -1.611], [-0.176, -3.475, -1.906], [1.650, -1.783, -3.391], [-2.075, 1.434, 2.094], [0.235, 0.967, 3.105], [-0.870, -1.503, -0.840], [-2.774, 1.129, -0.649], [2.579, 0.163, 1.948]],
  "forces_ev_per_a": [[1.4, -1.1, 1.1], [-1.4, 1.3, 1.4], [-4.2, 1.7, 0.1], [-0.7, -0.2, -0.4], [0.9, -4.0, -2.3], [0.7, 1.4, 0.3], [3.6, -1.5, -2.1], [-0.4, 0.7, 0.3], [0.6, 0.2, -2.8], [-1.1, 0.9, 0.7], [-0.8, 0.2, 0.7], [0.8, 0.6, -0.3], [0.3, -0.4, -1.3], [0.2, 0.0, 0.2], [-1.9, 1.2, 2.2], [1.5, -0.6, -0.3], [0.7, -0.3, 2.5]]
}

[4]
{
  "formula": "C2H5N2S",
  "method": "ωB97M-V/def2-TZVPD",
  "charge": 1,
  "energy_ha": -586.5426,
  "orbital_gap_ev": [8.118, 8.119],
  "e_homo_ev": [-13.48, -13.48],
  "max_force_ha_per_bohr": 0.0799,
  "relative_energy_kj_mol": 222.1,
  "elements": ["C", "C", "N", "N", "S", "H", "H", "H", "H", "H"],
  "xyz": [[1.947, -0.788, 0.324], [-0.319, 0.007, -0.036], [-1.356, -0.750, -0.403], [-0.366, 1.323, -0.014], [3.009, 0.047, -0.362], [1.683, -1.538, 1.097], [-1.465, -1.729, -0.460], [-2.347, -0.379, -0.220], [0.405, 1.921, 0.333], [-1.191, 1.887, -0.259]],
  "forces_ev_per_a": [[-1.9, 0.4, 0.7], [1.8, -1.3, -0.3], [-2.6, 3.0, 1.2], [-0.3, 0.7, 0.3], [0.0, -0.2, 0.0], [0.3, 0.5, -0.9], [1.2, -1.2, 0.1], [1.9, -0.2, -0.7], [-0.5, -1.1, -0.4], [0.3, -0.6, 0.1]]
}

[5]
{
  "formula": "C15H13N5OPdSe",
  "method": "ωB97M-V/def2-TZVPD",
  "charge": 0,
  "energy_ha": -3457.6516,
  "orbital_gap_ev": [4.493, 6.062],
  "e_homo_ev": [-5.44, -7.01],
  "max_force_ha_per_bohr": 0.0233,
  "spin_multiplicity": 3,
  "elements": ["Pd", "Se", "N", "C", "C", "C", "C", "C", "N", "C", "C", "N", "C", "C", "C", "C", "C", "N", "H", "H", "H", "H", "H", "H", "C", "H", "H", "C", "C", "N", "O", "H", "H", "H", "H", "H"],
  "xyz": [[1.863, -1.585, -0.805], [-1.393, 4.379, 2.812], [-0.897, 4.123, 1.125], [-0.338, 2.949, 1.081], [0.238, 2.377, -0.141], [0.231, 3.069, -1.351], [0.804, 2.487, -2.450], [1.354, 1.217, -2.310], [1.353, 0.541, -1.170], [0.822, 1.119, -0.083], [0.864, 0.357, 1.191], [1.439, -0.847, 1.152], [1.465, -1.573, 2.259], [0.919, -1.141, 3.464], [0.336, 0.098, 3.515], [0.314, 0.873, 2.355], [-0.285, 2.211, 2.322], [-0.796, 2.799, 3.364], [-0.219, 4.053, -1.397], [0.836, 2.990, -3.407], [1.810, 0.714, -3.151], [1.943, -2.542, 2.155], [0.956, -1.782, 4.335], [-0.109, 0.487, 4.422], [2.398, -3.454, -0.420], [1.725, -4.295, -0.587], [3.388, -3.765, -0.091], [-3.074, -2.585, -1.901], [-1.751, -1.850, -1.882], [-1.772, -0.552, -2.318], [-0.734, -2.379, -1.500], [-3.896, -1.987, -2.300], [-3.314, -2.892, -0.882], [-2.960, -3.488, -2.499], [-2.615, -0.092, -2.604], [-0.905, -0.035, -2.305]],
  "forces_ev_per_a": [[0.5, -0.2, -1.0], [-0.3, 0.4, 0.2], [0.0, 0.1, 0.0], [0.3, -0.3, -0.2], [-0.2, 0.4, 0.2], [-0.2, 0.2, 0.2], [0.1, -0.1, -0.2], [0.1, -0.1, -0.2], [-0.1, -0.1, 0.1], [0.0, -0.2, 0.3], [0.0, 0.2, -0.4], [-0.2, 0.2, 0.9], [0.2, -0.2, -0.1], [0.1, -0.2, 0.1], [-0.1, 0.3, 0.0], [-0.3, 0.4, 0.3], [0.2, -0.4, -0.2], [0.0, 0.0, 0.1], [0.0, 0.0, 0.0], [0.0, 0.0, 0.0], [0.0, 0.0, -0.1], [0.0, 0.0, 0.0], [0.0, 0.0, 0.0], [0.0, 0.0, 0.0], [-0.1, -0.2, 0.3], [0.0, -0.1, -0.1], [0.1, -0.1, -0.1], [-0.1, 0.1, 0.0], [-0.3, 0.3, -0.1], [0.1, -0.1, 0.1], [0.1, -0.2, 0.0], [0.0, 0.0, 0.0], [0.0, 0.0, 0.0], [0.0, 0.0, 0.0], [-0.1, 0.0, 0.0], [-0.1, -0.1, 0.0]]
}

- Among the records above, which one has the highest charge?
  C21H47InO2P3

- Number 3 is which compound?
  C6H5Cl2NO2S

- charge of number 5 (C15H13N5OPdSe)?
  0

- What is the charge in the fourth record?
  +1